# 1
The following is a DFT calculation (ωB97M-V/def2-TZVPD) of a 4-piece molecular cluster, C13H27BN5O2 overall.

Properties
F_max = 0.0432 Eh/bohr
orbital gap = 5.681 eV
HOMO level = -2.9091 eV

```
! wB97M-V def2-TZVPD RIJCOSX def2/J DEFGRID3
* xyz -1 1
N -0.0162 -1.5320 -1.3743
B 1.0041 -0.6420 -2.1008
C 2.5745 -0.9884 -1.7759
O 2.8822 -1.2732 -0.3581
N 2.8284 -0.1132 0.3730
O 3.8615 0.4792 0.2949
H -0.7663 -0.9288 -1.0143
H 0.3842 -2.0393 -0.5821
H 0.8066 0.5070 -1.7608
H 0.8965 -0.6726 -3.3137
H 3.1910 -0.1106 -2.1775
H 2.9606 -1.8925 -2.3573
C 1.1051 -0.6990 4.4062
C -0.3540 -1.0651 4.6572
C -1.2228 -0.9350 3.4045
C -1.2046 0.4780 2.9173
N -1.1931 1.5777 2.5458
H 1.2116 0.3448 4.1031
H 1.6928 -0.8341 5.3175
H 1.5387 -1.3291 3.6254
H -0.7500 -0.4239 5.4510
H -0.4057 -2.0954 5.0205
H -2.2529 -1.2198 3.6295
H -0.8548 -1.5927 2.6129
C -5.0244 -1.2481 1.1822
C -4.7228 -1.6869 -0.2467
C -4.3969 -3.1782 -0.3562
C -3.1888 -3.4967 0.4611
N -2.2488 -3.7477 1.1018
H -4.1617 -1.3908 1.8368
H -5.2785 -0.1865 1.2078
H -5.8674 -1.8100 1.5958
H -3.8856 -1.0971 -0.6299
H -5.5880 -1.4647 -0.8775
H -4.2013 -3.4450 -1.3968
H -5.2359 -3.7830 -0.0029
C 4.3299 3.9153 -2.6713
C 3.2719 3.5477 -3.7060
C 1.8452 3.7902 -3.2101
C 1.5798 2.9584 -1.9988
N 1.3782 2.2981 -1.0629
H 4.2417 3.3023 -1.7716
H 5.3313 3.7534 -3.0776
H 4.2464 4.9670 -2.3814
H 3.3937 2.4960 -3.9799
H 3.4394 4.1378 -4.6124
H 1.1262 3.5248 -3.9889
H 1.6994 4.8440 -2.9587
*
```

# 2
The following is a DFT calculation (ωB97M-V/def2-TZVPD) of C17H58F3N26O15Ti as an isolated structure.

Properties
F_max = 0.1407 Eh/bohr
orbital gap (spin up / spin down) = 2.062 / 8.677 eV
HOMO level (spin up / spin down) = -0.7812 / -7.4276 eV
expectation value of S² = 6.002

```
! wB97M-V def2-TZVPD RIJCOSX def2/J DEFGRID3
* xyz -1 5
Ti -2.2621 -0.4044 1.6307
C 0.7803 -1.0695 1.5146
O 0.0681 -0.5112 0.3926
O -0.2002 -1.2437 2.5019
C 1.6747 -2.2561 0.9964
F 2.3978 -1.9295 -0.0256
F 2.4497 -2.7233 1.8767
F 0.9827 -3.3010 0.5416
C 0.2864 0.8918 0.0135
C -0.7094 1.1621 -1.0752
H -1.7248 0.9626 -0.7329
H -0.5498 2.0213 -1.7267
H -0.3984 0.4035 -1.7934
H 1.2864 1.1175 -0.3569
H 0.1296 1.5927 0.8334
H 1.3908 -0.2538 1.9021
C 1.0096 -1.5490 6.0281
O 1.3541 -1.4204 7.1807
N 1.4661 -0.9434 4.9992
N 0.0856 -2.3959 5.7021
H 2.2560 -0.3488 5.2057
H 1.0700 -1.1392 4.0910
H -0.4734 -2.7596 6.4606
H -0.1718 -2.5433 4.7366
C 6.1777 -2.9869 -0.7774
O 6.7743 -4.0470 -0.8856
N 6.7451 -1.7846 -0.7926
N 4.8947 -2.8005 -0.9929
H 7.7545 -1.7842 -0.7578
H 6.1314 -0.9839 -0.8406
H 4.3312 -3.6164 -1.1852
H 4.4476 -1.9546 -0.6695
C -2.0019 1.9969 3.3603
O -2.5568 1.8193 2.2994
N -2.2687 3.0088 4.0784
N -1.2153 1.1235 3.9071
H -1.9163 2.8595 5.0131
H -2.9453 3.7249 3.8561
H -0.8553 1.5938 4.7252
H -0.8412 0.3780 3.3377
C 0.8305 -5.1636 4.0865
O 0.3837 -5.8241 5.0028
N 2.1043 -4.8238 3.9803
N 0.1091 -4.5030 3.2538
H 2.8119 -5.2737 4.5433
H 2.3963 -4.4193 3.1021
H 0.4834 -3.8523 2.5782
H -0.8875 -4.5697 3.4041
C -4.8633 1.1189 0.0021
O -3.9576 0.5507 0.5360
N -5.1333 2.3865 -0.0189
N -5.6685 0.5204 -0.7521
H -5.9899 2.7454 -0.4159
H -4.6137 3.1674 0.3557
H -6.2590 1.1610 -1.2631
H -5.7601 -0.4505 -1.0151
C 2.8187 -4.9492 -2.5858
O 3.5344 -5.8490 -3.0642
N 2.5470 -3.8370 -3.1478
N 2.3904 -5.0520 -1.3125
H 1.8860 -3.2189 -2.6992
H 3.0609 -3.6021 -3.9850
H 1.8667 -4.3089 -0.8723
H 2.5720 -5.9385 -0.8640
C -1.8810 4.9424 0.7090
O -2.0521 4.6595 -0.4720
N -2.7044 5.6814 1.3517
N -1.0510 4.4204 1.4948
H -3.5333 6.0750 0.9298
H -2.7135 5.8664 2.3446
H -0.6570 3.5519 1.1623
H -1.0289 4.5936 2.4896
C -4.2117 -1.8112 -2.5901
O -5.3871 -1.6991 -2.2619
N -3.2469 -1.1938 -2.0203
N -3.7812 -2.4881 -3.5915
H -2.2867 -1.1687 -2.3326
H -3.5660 -0.5758 -1.2879
H -4.3692 -3.1271 -4.1072
H -2.7786 -2.5778 -3.5080
C -0.6246 -2.7802 -3.2515
O -0.3517 -1.6312 -3.2359
N -0.8608 -3.5793 -4.2730
N -0.6673 -3.3481 -2.0578
H -0.9902 -3.2783 -5.2284
H -0.8561 -4.5892 -4.2640
H -1.0277 -4.2616 -1.8214
H -0.5000 -2.6666 -1.3315
C -3.3820 2.5200 -3.8522
O -2.7014 2.6692 -4.8504
N -3.2662 3.2793 -2.7969
N -4.4512 1.7817 -3.7614
H -2.3940 3.7684 -2.6548
H -3.9877 3.3996 -2.1004
H -4.6872 1.2806 -4.6060
H -4.8964 1.5662 -2.8809
C 0.5309 5.7386 -2.4991
O 0.1497 6.7630 -1.9447
N 1.1976 5.7781 -3.6241
N 0.2390 4.5479 -2.1853
H 1.5745 4.9049 -3.9639
H 1.6677 6.6542 -3.8020
H -0.5630 4.4560 -1.5782
H 0.6685 3.7307 -2.5950
C 3.1784 3.5847 3.6634
O 3.3991 3.8037 2.4948
N 3.8515 4.0983 4.6721
N 2.2725 2.7873 4.0466
H 4.3051 4.9872 4.5171
H 3.6880 3.8745 5.6434
H 2.0804 2.8405 5.0368
H 1.7106 2.2526 3.3998
C 2.8716 -0.2940 -3.8678
O 4.0465 -0.0356 -4.1174
N 2.1064 -1.0004 -4.6373
N 2.2637 -0.1715 -2.6757
H 2.4976 -1.4316 -5.4626
H 1.2872 -0.4114 -4.6844
H 1.3914 -0.6787 -2.6301
H 2.9621 0.0213 -1.9721
*
```

# 3
The following is a DFT calculation (ωB97M-V/def2-TZVPD) of C29H31As2BFeN4O2S as an isolated structure.

Properties
F_max = 0.0525 Eh/bohr
orbital gap (spin up / spin down) = 6.001 / 5.708 eV
relative energy (zero: lowest compared OMol25 entry of this formula, charge and spin) = 30.50 kcal per mole
HOMO level (spin up / spin down) = -5.5300 / -5.6108 eV
expectation value of S² = 6.055

```
! wB97M-V def2-TZVPD RIJCOSX def2/J DEFGRID3
* xyz 0 5
Fe 11.5560 12.0991 8.7449
N 10.9455 9.5103 5.4112
C 11.2649 10.3085 6.4975
S 9.9181 10.6885 7.6118
N 12.4838 10.5575 6.6302
N 12.8947 11.3310 7.7035
C 14.1964 11.3770 7.9041
C 15.1824 10.5260 7.1844
C 16.3108 11.0959 6.5568
C 17.3420 10.3259 6.0582
C 17.2072 8.9461 6.1410
C 16.0892 8.3647 6.7183
C 15.0725 9.1787 7.2405
C 14.7477 12.3577 8.6779
C 16.0110 12.2275 9.3223
C 16.2924 12.9573 10.4479
C 15.3117 13.8089 11.0002
C 14.2797 14.1065 10.2057
N 13.9770 13.4902 8.9893
H 9.9712 9.5772 5.1319
H 11.6255 9.6323 4.6591
H 16.4048 12.1798 6.5847
H 18.2687 10.6722 5.6100
H 17.9676 8.3348 5.6731
H 16.0697 7.2896 6.8150
H 14.3111 8.6441 7.7880
H 16.7770 11.6201 8.8948
H 17.2683 12.9764 10.9559
H 15.3955 14.3929 11.9173
H 13.5624 14.8866 10.4708
C 11.7670 11.6606 12.8490
As 10.8506 11.6136 11.1527
C 9.9921 9.8383 11.3911
C 9.2203 12.7783 11.3813
C 8.3434 12.5052 12.4165
C 7.1517 13.1946 12.5194
C 6.7225 14.0912 11.5397
C 7.6306 14.3562 10.5373
C 8.8722 13.7196 10.4357
As 10.2685 14.2861 9.1203
C 9.2588 15.0019 7.6614
C 10.7468 15.8770 10.0931
H 11.0084 11.7528 13.6269
H 12.5032 12.4765 12.8411
H 12.3003 10.7137 12.9643
H 9.4174 9.7611 12.3490
H 10.8029 9.0866 11.2617
H 9.3113 9.6758 10.5849
H 8.6571 11.7672 13.1242
H 6.4899 13.0219 13.3397
H 5.7387 14.4985 11.5679
H 7.4067 15.0305 9.6923
H 8.5321 15.7276 7.8914
H 8.7885 14.1172 7.2617
H 9.9197 15.3838 6.9421
H 9.7950 16.3160 10.2524
H 11.4172 16.6652 9.6833
H 11.0258 15.5922 11.1110
O 13.1447 15.6591 8.2287
B 13.6418 14.3944 7.9462
O 13.9415 14.2270 6.5409
C 13.6981 15.4681 5.9903
C 13.9181 15.9653 4.7128
C 13.7364 17.3009 4.5482
C 13.3808 18.1416 5.5875
C 13.0635 17.6417 6.8158
C 13.2555 16.3191 7.0072
H 14.1388 15.2499 3.9504
H 13.8691 17.7419 3.5595
H 13.3519 19.2599 5.4505
H 12.8305 18.1740 7.7051
*
```

# 4
The following is a DFT calculation (ωB97M-V/def2-TZVPD) of a 2-piece molecular cluster, C14H16O2 overall.

Properties
F_max = 0.0457 Eh/bohr
orbital gap = 9.014 eV
relative energy (zero: lowest compared OMol25 entry of this formula, charge and spin) = 14.24 kcal per mole
SMILES = Cc1ccc(O)cc1.Cc1ccc(O)cc1
HOMO level = -8.2281 eV

```
! wB97M-V def2-TZVPD RIJCOSX def2/J DEFGRID3
* xyz 0 1
C 0.2609 -2.9010 -0.1461
C 0.6808 -1.5202 -0.6023
C 1.6028 -0.8498 0.1885
C 2.2010 0.3320 -0.2617
C 1.9108 0.7979 -1.5256
O 2.3941 2.0312 -1.8691
C 1.0367 0.0913 -2.3385
C 0.4528 -1.0882 -1.9227
H 1.1428 -3.4788 0.1212
H -0.3352 -3.5111 -0.8340
H -0.4412 -2.8424 0.6956
H 1.8678 -1.2146 1.1711
H 2.9218 0.7444 0.4356
H 2.2472 2.2480 -2.7949
H 0.7003 0.5506 -3.2677
H -0.3618 -1.6065 -2.4151
C -3.2005 0.0892 -1.0200
C -2.2809 0.2702 0.1562
C -1.5592 1.4690 0.2377
C -0.6266 1.6558 1.2377
C -0.2937 0.5499 2.0203
O 0.7340 0.6476 2.9359
C -1.1225 -0.5519 2.1011
C -2.0529 -0.7386 1.0813
H -3.9790 -0.6519 -0.8056
H -2.7317 -0.3054 -1.9256
H -3.7613 1.0031 -1.2225
H -1.7832 2.2191 -0.5031
H -0.0501 2.5722 1.3029
H 0.9896 1.5672 3.0431
H -0.7754 -1.3720 2.7228
H -2.5672 -1.6737 0.9051
*
```

# 5
The following is a DFT calculation (ωB97M-V/def2-TZVPD) of one molecule with the formula C5H11P.

Properties
F_max = 0.1120 Eh/bohr
orbital gap (spin up / spin down) = 7.635 / 8.934 eV
relative energy (zero: lowest compared OMol25 entry of this formula, charge and spin) = 0.00 kcal per mole
HOMO level (spin up / spin down) = -6.5974 / -9.9785 eV
expectation value of S² = 2.011

```
! wB97M-V def2-TZVPD RIJCOSX def2/J DEFGRID3
* xyz 0 3
C 1.3548 -0.0624 -1.1367
C 0.2575 -0.3015 -0.1818
C -0.0881 -1.6605 0.3961
C -1.8727 1.1827 0.0858
C -0.3659 0.8870 0.4822
P 2.9232 0.2971 0.0347
H 1.5130 -0.7836 -1.7859
H 1.3077 0.8876 -1.7471
H 0.2060 -2.4467 -0.2414
H -1.1957 -1.5302 0.2779
H 0.1325 -1.8483 1.4307
H -2.4636 1.9864 0.6772
H -2.4623 0.2971 0.2999
H -1.9237 1.4480 -1.0606
H -0.3525 0.7805 1.5679
H 0.1976 1.8024 0.1858
H 2.8322 -0.9356 0.7152
*
```